Entry 1:
{"formula": "C3H6N2O", "method": "the ωB97M-V functional and the def2-TZVPD basis", "homo_energy_ev": -8.105, "relative_energy_kcal_mol": 103.8, "homo_lumo_gap_ev": 9.1, "species": ["C", "C", "N", "C", "N", "O", "H", "H", "H", "H", "H", "H"], "coordinates": [[2.14, -0.18, 0.01], [0.75, 0.37, -0.18], [-2.08, 0.63, 0.12], [-1.41, -0.51, 0.20], [-0.41, -1.19, 0.09], [0.51, 1.51, -0.47], [-1.55, 1.45, -0.14], [-3.08, 0.58, 0.00], [-2.26, -1.68, 0.20], [2.20, -1.15, -0.49], [2.31, -0.32, 1.07], [2.88, 0.49, -0.41]]}

---

Entry 2:
{"formula": "C3H6N2O", "method": "the ωB97M-V functional and the def2-TZVPD basis", "smiles": "O/N=C/[C@@H]1CN1", "homo_energy_ev": -9.427, "relative_energy_kcal_mol": 92.8, "homo_lumo_gap_ev": 10.3, "species": ["O", "N", "C", "C", "C", "N", "H", "H", "H", "H", "H", "H"], "coordinates": [[-1.35, 2.12, 1.24], [-0.40, 1.25, 0.84], [-0.62, 0.63, -0.26], [0.28, -0.45, -0.79], [0.72, -1.56, 0.11], [1.64, -0.52, -0.34], [-2.00, 2.22, 0.50], [-1.57, 0.74, -0.75], [0.27, -0.56, -1.84], [0.93, -2.58, -0.24], [0.34, -1.51, 1.18], [1.76, 0.22, 0.35]]}

---

Entry 3:
{"formula": "C3H6N2O", "method": "the ωB97M-V functional and the def2-TZVPD basis", "smiles": "C=N[C@@H]1N[C@@H]1O", "homo_energy_ev": -9.350, "relative_energy_kcal_mol": 64.0, "homo_lumo_gap_ev": 10.1, "species": ["C", "N", "C", "N", "C", "O", "H", "H", "H", "H", "H", "H"], "coordinates": [[1.19, 1.28, 0.88], [0.49, 1.03, -0.15], [0.61, -0.28, -0.73], [-0.34, -0.64, -1.77], [-0.54, -1.18, -0.44], [-1.55, -0.72, 0.39], [1.87, 0.55, 1.34], [1.11, 2.25, 1.35], [1.62, -0.65, -0.85], [-0.98, 0.13, -1.94], [-0.41, -2.25, -0.34], [-1.32, 0.17, 0.68]]}

---

Entry 4:
{"formula": "C3H6N2O", "method": "the ωB97M-V functional and the def2-TZVPD basis", "homo_energy_ev": -8.418, "relative_energy_kcal_mol": 223.4, "homo_lumo_gap_ev": 6.6, "species": ["C", "C", "C", "H", "H", "H", "H", "H", "H", "N", "N", "O"], "coordinates": [[1.13, -0.93, 0.06], [-1.18, -0.33, -0.12], [-2.32, 0.45, -0.07], [3.09, 1.71, 0.99], [1.03, -1.98, 0.05], [0.55, 0.93, 0.15], [-1.29, -1.53, -0.24], [-2.46, 1.49, 0.32], [-3.28, -0.17, -0.84], [2.45, -0.53, -0.15], [0.13, -0.05, 0.24], [2.16, 0.95, -0.38]]}